{
  "formula": "C41H111N5O12",
  "method": "the ωB97M-V functional and the def2-TZVPD basis",
  "e_tot_ev": -76327.931,
  "max_force_ev_per_a": 6.24,
  "charge": 0,
  "gap_ev": 9.0,
  "spin_multiplicity": 1,
  "smiles": "COC[C@H](C)N.COC[C@H](C)N.COC[C@H](C)N.COC[C@H](C)N.COC[C@H](C)N.CC(C)O.CC(C)O.CC(C)O.CC(C)O.CC(C)O.CC(C)O.CC(C)O",
  "homo_ev": -8.815,
  "species": ["C", "C", "C", "O", "H", "H", "H", "H", "H", "H", "H", "H", "C", "C", "C", "O", "H", "H", "H", "H", "H", "H", "H", "H", "C", "C", "C", "O", "H", "H", "H", "H", "H", "H", "H", "H", "C", "C", "C", "O", "H", "H", "H", "H", "H", "H", "H", "H", "C", "C", "C", "O", "H", "H", "H", "H", "H", "H", "H", "H", "C", "C", "C", "O", "H", "H", "H", "H", "H", "H", "H", "H", "C", "C", "C", "O", "H", "H", "H", "H", "H", "H", "H", "H", "C", "C", "C", "O", "C", "N", "H", "H", "H", "H", "H", "H", "H", "H", "H", "H", "H", "C", "C", "C", "O", "C", "N", "H", "H", "H", "H", "H", "H", "H", "H", "H", "H", "H", "C", "C", "C", "O", "C", "N", "H", "H", "H", "H", "H", "H", "H", "H", "H", "H", "H", "C", "C", "C", "O", "C", "N", "H", "H", "H", "H", "H", "H", "H", "H", "H", "H", "H", "C", "C", "C", "O", "C", "N", "H", "H", "H", "H", "H", "H", "H", "H", "H", "H", "H"],
  "coordinates": [[-29.33092, -23.89110, 2.08799], [-30.59272, -24.50492, 2.76183], [-31.06816, -23.70488, 3.96447], [-31.67331, -24.81632, 1.80675], [-28.55882, -23.91605, 2.85698], [-29.46404, -22.86798, 1.73640], [-29.06330, -24.49572, 1.22144], [-30.22354, -25.47025, 3.10816], [-30.25536, -23.66822, 4.68981], [-31.92653, -24.23296, 4.37974], [-31.37617, -22.69407, 3.69710], [-32.34652, -24.13345, 1.85234], [-15.20677, -20.30425, -1.89799], [-15.79407, -19.35916, -0.77102], [-15.02964, -18.10711, -0.34422], [-16.97089, -18.93116, -1.32558], [-15.99373, -20.94046, -2.30297], [-14.39469, -20.98555, -1.64406], [-14.80393, -19.63378, -2.65714], [-16.18224, -19.89435, 0.09558], [-15.07554, -17.37746, -1.15269], [-14.02156, -18.34410, -0.00402], [-15.50951, -17.70167, 0.54653], [-17.64720, -19.60133, -1.20277], [-22.95962, -23.75830, 8.68538], [-22.67539, -25.04140, 7.93463], [-23.88492, -25.44011, 7.01916], [-21.54550, -24.76749, 7.12613], [-23.96791, -23.79432, 9.09789], [-22.90866, -22.80017, 8.16818], [-22.38851, -23.71646, 9.61284], [-22.43158, -25.77441, 8.70363], [-24.83784, -25.31338, 7.53295], [-23.78363, -26.47603, 6.69556], [-23.90655, -24.77327, 6.15721], [-21.24215, -23.85705, 7.10038], [-22.71499, -22.93651, 1.03229], [-22.26934, -22.42899, -0.33042], [-23.15903, -22.78161, -1.54777], [-22.08020, -20.99340, -0.31996], [-23.72206, -22.63519, 1.32058], [-22.04027, -22.61859, 1.82713], [-22.67364, -24.02097, 1.13396], [-21.36104, -22.96171, -0.61204], [-24.20407, -22.65204, -1.26635], [-23.01726, -23.79237, -1.93035], [-23.02135, -22.10787, -2.39347], [-22.89606, -20.48803, -0.29601], [-27.92047, -16.73172, -1.07571], [-27.11728, -17.96106, -1.52434], [-26.71127, -17.73012, -2.83776], [-26.11844, -18.20866, -0.55103], [-27.26583, -16.01548, -0.57916], [-28.62452, -17.13005, -0.34514], [-28.42848, -16.17343, -1.86205], [-27.76432, -18.81280, -1.73405], [-26.13699, -16.83253, -3.06718], [-27.46052, -17.56887, -3.61282], [-26.03741, -18.54218, -3.11085], [-26.16771, -17.56078, 0.15568], [-16.03843, -26.72516, -0.34559], [-16.79122, -27.48460, 0.75990], [-17.83950, -26.43679, 1.33929], [-17.48178, -28.53840, 0.15222], [-16.72433, -26.15181, -0.96921], [-15.40057, -27.48472, -0.79758], [-15.43654, -25.98566, 0.18258], [-16.12991, -27.84128, 1.54954], [-18.39519, -26.89679, 2.15643], [-18.59987, -26.06017, 0.65512], [-17.36150, -25.55105, 1.75773], [-17.09480, -29.02647, -0.57827], [-30.56771, -21.32553, -7.50040], [-29.25726, -21.73803, -6.78337], [-29.51946, -22.29041, -5.42774], [-28.70327, -22.70281, -7.67205], [-30.47758, -21.11720, -8.56651], [-31.10008, -20.43606, -7.16343], [-31.11139, -22.26878, -7.44770], [-28.66241, -20.83049, -6.68031], [-28.58857, -22.61962, -4.96606], [-30.19024, -23.14550, -5.34428], [-29.89979, -21.48337, -4.80153], [-28.22852, -22.26001, -8.37925], [-21.81151, -21.15079, -7.86688], [-22.86355, -22.11147, -8.45255], [-23.37082, -21.51491, -9.74716], [-24.52827, -22.29774, -10.23371], [-24.98286, -22.07947, -11.60291], [-22.29280, -23.40807, -8.79737], [-22.42785, -20.35516, -7.44833], [-21.17732, -20.59875, -8.56054], [-21.23336, -21.64617, -7.08685], [-23.70911, -22.30666, -7.79297], [-22.62793, -21.47339, -10.54370], [-23.68940, -20.47900, -9.63101], [-25.84668, -22.70908, -11.81624], [-24.18854, -22.48929, -12.22675], [-25.30465, -21.04070, -11.67718], [-21.45408, -23.37106, -9.35886], [-22.96838, -23.90131, -9.36342], [-21.79984, -14.42525, -3.71856], [-21.84669, -13.10469, -4.48125], [-23.15989, -12.89864, -5.28032], [-23.45916, -13.78435, -6.33546], [-24.40885, -13.32722, -7.14781], [-21.71916, -11.88335, -3.67487], [-21.87367, -15.31592, -4.34256], [-22.61322, -14.56895, -3.00733], [-20.83940, -14.55143, -3.21881], [-21.10416, -13.08417, -5.27895], [-23.14961, -11.91249, -5.74456], [-23.94029, -12.97184, -4.52289], [-24.42466, -13.98043, -8.02026], [-24.14755, -12.38254, -7.62469], [-25.39155, -13.23539, -6.68525], [-20.97292, -11.98466, -3.00184], [-21.27403, -11.11607, -4.15781], [-20.08094, -17.72965, 4.32980], [-20.20677, -18.76854, 5.48819], [-18.91283, -19.37322, 5.97944], [-19.21249, -20.39088, 7.03147], [-18.14214, -20.93621, 7.77185], [-20.77745, -18.05533, 6.63786], [-19.71746, -18.18301, 3.40760], [-19.52743, -16.84049, 4.63162], [-21.07125, -17.40411, 4.01135], [-20.91685, -19.56594, 5.26904], [-18.28848, -18.53414, 6.28642], [-18.43390, -19.92851, 5.17297], [-17.98292, -20.54622, 8.77716], [-17.27700, -20.90754, 7.10943], [-18.30585, -21.98148, 8.03399], [-20.77693, -18.62616, 7.47109], [-20.29516, -17.19772, 6.86582], [-24.72136, -30.66053, 1.18813], [-23.94725, -30.28747, -0.05928], [-23.76992, -28.79827, -0.17267], [-23.89372, -28.36272, -1.54193], [-22.75530, -28.56528, -2.38611], [-22.59291, -30.82375, 0.17276], [-25.73666, -30.30560, 1.01128], [-24.42735, -30.14540, 2.10263], [-24.88002, -31.73874, 1.16840], [-24.46980, -30.67369, -0.93442], [-22.83861, -28.54214, 0.33244], [-24.50123, -28.33062, 0.48656], [-22.77361, -29.62387, -2.64520], [-21.86377, -28.11704, -1.94750], [-22.98804, -27.97499, -3.27238], [-22.35638, -30.54815, 1.11520], [-21.81593, -30.33182, -0.24488], [-27.14756, -18.33921, 5.27879], [-27.34988, -16.91405, 5.57859], [-27.07003, -16.49130, 7.05974], [-26.90181, -15.03821, 7.10122], [-27.92610, -14.39219, 7.78280], [-26.47981, -16.28470, 4.63356], [-27.27797, -18.55345, 4.21803], [-27.86348, -18.95556, 5.82254], [-26.10446, -18.43280, 5.58092], [-28.35391, -16.67670, 5.22687], [-26.14911, -16.90050, 7.47512], [-27.82068, -16.94082, 7.70977], [-28.88863, -14.65029, 7.34120], [-27.79855, -13.31839, 7.64572], [-27.95560, -14.66702, 8.83717], [-25.50576, -16.52546, 4.74918], [-26.47587, -15.34129, 4.99419]],
  "atomic_forces_ev_per_a": [[-1.11, -0.25, 0.13], [0.20, 0.17, -1.09], [-0.17, -0.53, -0.47], [1.18, 0.25, 0.88], [0.27, 0.05, -0.24], [-0.14, 0.09, 0.14], [0.19, -0.06, 0.15], [-0.42, -0.24, 0.07], [-0.15, 0.13, 0.12], [0.02, 0.12, 0.30], [0.09, 0.09, -0.05], [0.06, 0.18, 0.07], [0.76, 0.64, 1.07], [0.53, -1.64, -0.15], [0.01, -0.85, 0.29], [-2.54, 1.78, -1.19], [-0.13, 0.31, -0.02], [0.15, 0.14, 0.48], [-0.24, -0.10, -0.29], [1.23, -0.59, 0.54], [0.31, 0.00, 0.07], [0.21, 0.07, -0.46], [-0.27, 0.17, -0.19], [-0.03, 0.07, -0.13], [-1.27, -0.01, 1.71], [-0.77, 2.09, -0.86], [0.88, 0.03, 0.69], [0.96, -1.46, -0.77], [-0.34, -0.01, -0.12], [0.30, -0.26, -0.45], [0.58, 0.24, -0.23], [0.02, -0.45, -0.40], [0.06, -0.17, 0.19], [-0.06, 0.08, -0.16], [0.15, -0.08, -0.04], [-0.51, 0.05, 0.43], [0.00, -0.34, 0.33], [-0.83, 0.29, -1.19], [-0.85, 0.14, 0.60], [1.19, -0.72, 0.20], [-0.09, 0.18, -0.21], [0.11, 0.45, -0.17], [-0.15, -0.20, -0.49], [0.77, 0.87, 0.48], [-0.26, -0.21, -0.03], [-0.01, -0.11, 0.28], [0.48, 0.12, 0.18], [-0.39, -0.47, 0.00], [-0.54, -0.71, 0.91], [-2.61, 1.52, 2.50], [3.82, 0.90, -4.85], [0.41, -0.82, -0.59], [0.14, 0.00, 0.02], [-0.36, 0.64, 0.16], [-0.12, -0.38, -0.06], [-0.37, -0.54, 1.50], [0.55, 0.40, 0.77], [-0.69, -0.87, 0.44], [-0.04, -0.19, -0.65], [-0.17, 0.04, -0.12], [0.47, -0.24, 1.77], [-1.09, 2.44, -1.50], [0.29, -1.26, 0.65], [-1.76, -0.93, 0.68], [0.08, -0.59, -0.37], [0.11, 0.53, -0.73], [0.44, 0.06, -0.28], [0.06, 0.03, 0.06], [-0.03, -0.06, 0.11], [0.29, -0.39, -0.55], [0.39, -0.14, -0.02], [0.71, 0.55, 0.17], [-0.10, -0.37, -0.01], [-1.32, 1.14, -1.92], [0.52, -0.29, 0.99], [0.77, -0.43, 0.71], [0.73, -0.17, -0.10], [-0.14, -0.33, 0.79], [-0.84, 0.39, 0.01], [0.65, -0.16, -0.02], [0.16, 0.04, -0.02], [-0.21, 0.11, -0.49], [-0.16, -0.03, 0.04], [-0.01, 0.09, 0.01], [-1.36, 0.11, 0.54], [1.33, -0.20, -1.93], [-2.21, 0.38, -1.29], [0.19, 0.11, 0.29], [0.82, -0.49, 1.81], [0.03, -0.93, 0.65], [0.25, 0.15, 0.57], [0.15, -0.65, -0.41], [0.02, 0.17, -0.07], [0.13, 0.28, 0.21], [0.46, -0.36, 0.10], [-0.29, 0.27, 0.22], [-0.08, -0.06, 0.55], [0.07, 0.88, -0.62], [0.46, 0.10, -0.70], [0.18, 0.46, 0.05], [-0.18, -0.21, 0.03], [0.19, -0.09, 0.10], [-0.46, 0.11, -2.06], [-0.31, 0.07, 0.71], [2.80, -1.51, 2.11], [-1.36, 0.57, -2.45], [0.50, -0.09, 0.98], [-0.04, 0.34, -0.59], [0.02, 0.48, 0.24], [-0.02, 0.19, 0.29], [0.59, -0.48, 0.10], [0.07, 0.44, 0.42], [-0.49, 0.36, 0.01], [-0.51, -0.41, 0.14], [0.03, 0.70, 0.28], [-0.27, -0.04, 0.04], [-0.15, -0.78, 0.76], [-0.58, 0.13, -1.08], [-0.52, -1.21, 0.09], [-0.33, 1.14, 1.08], [0.23, -1.69, -0.10], [-0.71, 1.44, -0.50], [0.35, -0.33, -0.68], [-0.99, 0.26, 0.07], [0.66, 0.04, 0.16], [0.25, -0.18, -0.08], [-0.20, 0.08, 0.50], [0.08, -0.03, -0.41], [0.32, -0.26, 0.53], [0.38, 0.01, -0.10], [0.16, 1.07, -0.23], [0.55, 0.05, 0.55], [-0.52, -0.29, -0.65], [0.05, -0.19, -0.04], [0.20, 0.06, -0.20], [-1.88, 0.12, -1.26], [1.73, 0.36, 1.25], [-0.90, 0.49, -0.71], [0.08, 0.79, 1.33], [-1.53, 0.41, 0.31], [0.71, -1.31, 0.18], [-0.29, 0.25, 0.08], [0.52, -0.59, 0.08], [0.62, -0.06, 0.89], [0.39, -0.19, -0.10], [0.45, 0.33, -0.57], [-0.59, 0.60, -0.76], [0.97, -0.05, -0.07], [0.32, -0.59, 0.11], [0.09, -0.18, -0.15], [-0.37, -0.51, 0.71], [-0.30, 0.13, -1.32], [-0.17, -1.22, 0.86], [-0.16, 0.09, -0.13], [0.22, 0.34, -1.03], [0.09, -1.74, 0.03], [-0.73, 0.30, -0.15], [0.36, 2.31, -0.12], [0.16, 0.19, 0.07], [0.43, -0.42, 0.27], [0.06, -1.29, -0.06], [-0.33, 0.56, 0.63], [0.38, -0.15, -0.56], [-0.57, 0.74, 0.19], [-0.32, -0.03, 0.01], [0.13, -0.02, 0.24], [0.08, 0.15, 0.20], [0.23, -0.70, 0.16], [0.16, 0.87, -0.66]]
}